{
  "formula": "C25H31CoN4O4S2",
  "method": "ωB97M-V/def2-TZVPD",
  "symbols": ["Co", "C", "C", "N", "N", "C", "S", "S", "C", "C", "C", "C", "C", "C", "C", "C", "C", "C", "C", "C", "C", "O", "H", "H", "H", "H", "H", "H", "H", "H", "H", "H", "H", "H", "H", "H", "N", "C", "C", "C", "O", "O", "H", "H", "H", "H", "H", "H", "O", "C", "C", "C", "C", "C", "C", "N", "H", "H", "H", "H", "H", "H", "H", "H", "H", "H", "H"],
  "positions_angstrom": [[0.3666, -0.8855, 1.0185], [-1.5192, 0.3919, -2.5511], [-0.5504, -0.3422, -1.6615], [-0.2336, 0.1509, -0.5045], [-0.7630, 1.4115, -0.2570], [-0.5298, 1.8664, 0.9235], [0.3787, 1.1224, 2.1670], [-1.2406, 3.4529, 1.3137], [-2.7268, 3.4207, 0.2501], [-3.8134, 2.5561, 0.8272], [-4.8881, 3.1341, 1.4940], [-5.8719, 2.3437, 2.0682], [-5.7845, 0.9620, 1.9902], [-4.7143, 0.3730, 1.3325], [-3.7402, 1.1665, 0.7485], [0.0496, -1.5879, -2.1528], [0.0672, -1.8124, -3.5400], [0.6378, -2.9265, -4.1145], [1.1995, -3.8941, -3.2779], [1.2127, -3.7135, -1.9205], [0.6763, -2.5504, -1.3015], [0.8182, -2.4298, -0.0294], [-2.2833, 0.8639, -1.9380], [-1.9904, -0.2919, -3.2487], [-1.0198, 1.1860, -3.1110], [-2.4013, 3.0703, -0.7273], [-3.0595, 4.4553, 0.1585], [-4.9509, 4.2140, 1.5684], [-6.7029, 2.8089, 2.5841], [-6.5449, 0.3437, 2.4488], [-4.6059, -0.7032, 1.2824], [-2.8999, 0.6839, 0.2732], [-0.3630, -1.0658, -4.1920], [0.6405, -3.0505, -5.1884], [1.6314, -4.7936, -3.7023], [1.6521, -4.4510, -1.2601], [0.9165, -2.0007, 2.5799], [-0.0050, -3.0919, 2.9327], [-1.3893, -2.5722, 3.2998], [-2.2451, -2.0988, 2.0956], [-3.4055, -2.5098, 2.0246], [-1.6869, -1.3002, 1.2864], [1.8154, -2.3752, 2.2881], [1.0763, -1.4007, 3.3846], [0.4108, -3.6627, 3.7773], [-0.0571, -3.7557, 2.0686], [-1.2838, -1.7302, 3.9925], [-1.9394, -3.3603, 3.8189], [2.9843, -0.3934, 0.8800], [3.8360, -0.1371, 0.0525], [3.6741, -0.3295, -1.4313], [2.9993, 0.9702, -1.9189], [3.6424, 2.2912, -1.4642], [3.4841, 2.6147, 0.0325], [4.5238, 1.9345, 0.9425], [4.9460, 0.6381, 0.3942], [3.0476, -1.1871, -1.6523], [4.6494, -0.4580, -1.9124], [1.9755, 0.9582, -1.5499], [2.9440, 0.9407, -3.0101], [3.1568, 3.0888, -2.0310], [4.7005, 2.3265, -1.7527], [2.4816, 2.3218, 0.3523], [3.5517, 3.6954, 0.1801], [4.1061, 1.7717, 1.9348], [5.4211, 2.5485, 1.0484], [5.5362, 0.7833, -0.4140]],
  "atomic_forces_ev_per_a": [[0.2, 0.2, -0.1], [0.0, 0.1, 0.1], [0.2, 0.1, 0.1], [-0.2, -0.2, -0.1], [0.1, 0.1, -0.1], [-0.1, 0.2, 0.1], [0.0, -0.2, 0.0], [0.0, 0.0, -0.1], [0.1, -0.1, 0.0], [0.0, 0.0, 0.0], [0.0, 0.1, 0.0], [0.0, 0.0, 0.0], [0.0, 0.0, 0.0], [-0.1, 0.0, -0.1], [-0.1, 0.0, 0.0], [0.0, 0.0, 0.1], [0.0, 0.0, 0.0], [0.0, 0.0, 0.0], [0.0, -0.1, 0.0], [0.0, 0.0, 0.0], [0.1, 0.1, 0.0], [-0.2, -0.1, 0.1], [0.0, 0.0, 0.0], [0.0, 0.0, 0.0], [0.0, 0.0, 0.0], [0.0, 0.0, 0.0], [0.0, 0.0, 0.1], [0.0, 0.0, 0.0], [0.0, 0.0, 0.0], [0.0, 0.0, 0.0], [0.0, 0.0, 0.1], [0.0, 0.0, 0.0], [0.0, 0.0, 0.0], [0.0, 0.0, 0.0], [0.0, 0.0, 0.0], [0.0, 0.0, 0.0], [0.2, 0.3, -0.1], [0.0, -0.1, 0.1], [-0.1, -0.1, -0.1], [0.3, 0.0, 0.2], [-0.3, -0.2, 0.1], [0.0, -0.1, -0.1], [0.0, 0.0, 0.0], [0.0, -0.1, 0.0], [-0.1, 0.0, -0.1], [0.0, 0.0, 0.0], [0.0, 0.0, 0.0], [0.0, 0.1, -0.1], [0.4, -0.2, -0.3], [-0.2, 0.1, 0.2], [0.0, 0.0, 0.1], [0.0, 0.0, 0.0], [0.0, 0.0, 0.0], [0.0, 0.1, 0.0], [0.0, 0.1, 0.1], [0.1, -0.1, -0.1], [-0.1, -0.1, 0.0], [0.0, 0.0, 0.0], [-0.2, 0.0, 0.0], [0.0, 0.0, 0.0], [0.0, 0.0, 0.0], [0.0, 0.0, 0.0], [0.0, 0.0, 0.0], [0.0, 0.0, 0.0], [0.0, 0.0, 0.0], [0.0, 0.0, 0.0], [0.0, 0.0, 0.0]],
  "homo_energy_ha": [-0.1604, -0.1661],
  "multiplicity": 2,
  "e_tot_ev": -99880.621,
  "relative_energy_ev": 0.000,
  "max_force_ev_per_a": 0.49,
  "charge": -1,
  "orbital_gap_ev": [6.95, 7.10]
}



{
  "formula": "C24H24BrN3O2S",
  "method": "ωB97M-V/def2-TZVPD",
  "symbols": ["C", "O", "C", "C", "C", "C", "N", "C", "C", "N", "C", "O", "C", "C", "C", "C", "N", "C", "S", "C", "C", "C", "C", "C", "C", "Br", "C", "C", "C", "C", "C", "H", "H", "H", "H", "H", "H", "H", "H", "H", "H", "H", "H", "H", "H", "H", "H", "H", "H", "H", "H", "H", "H", "H", "H"],
  "positions_angstrom": [[-6.9159, -4.4560, -0.3554], [-5.9815, -3.7741, -1.1529], [-5.3178, -2.7112, -0.6062], [-4.4078, -2.0613, -1.4356], [-3.6742, -0.9850, -0.9833], [-3.8258, -0.5042, 0.3204], [-3.1573, 0.6236, 0.8042], [-2.5341, 0.5671, 2.1110], [-1.0952, 0.0414, 2.0046], [-0.3346, 0.8594, 1.0841], [0.6963, 1.6021, 1.5386], [1.0306, 1.6325, 2.7090], [1.4576, 2.3821, 0.5111], [1.5143, 3.7645, 0.5683], [2.3103, 4.4568, -0.3360], [3.0365, 3.7229, -1.2555], [3.0141, 2.4008, -1.3078], [2.2565, 1.7423, -0.4498], [2.2365, -0.0129, -0.5444], [3.5520, -0.3241, -1.7900], [4.8820, -0.4436, -1.1252], [5.7070, 0.6667, -0.9854], [6.9250, 0.5572, -0.3382], [7.3402, -0.6583, 0.1774], [6.5116, -1.7579, 0.0363], [7.0692, -3.4431, 0.7327], [5.2898, -1.6654, -0.6031], [-0.9256, 0.9455, -0.2296], [-2.3762, 1.4450, -0.0884], [-4.7564, -1.1516, 1.1344], [-5.4849, -2.2386, 0.6895], [-6.4462, -4.8937, 0.5320], [-7.3123, -5.2540, -0.9815], [-7.7364, -3.8001, -0.0449], [-4.2815, -2.4248, -2.4433], [-2.9773, -0.5265, -1.6668], [-2.5188, 1.5795, 2.5290], [-3.1030, -0.0766, 2.7780], [-1.1076, -0.9888, 1.6312], [-0.5943, 0.0762, 2.9730], [0.9388, 4.2882, 1.3173], [2.3674, 5.5328, -0.3183], [3.6745, 4.1997, -1.9881], [3.2578, -1.2508, -2.2799], [3.5138, 0.5158, -2.4805], [5.3830, 1.6166, -1.3818], [7.5600, 1.4237, -0.2326], [8.2894, -0.7518, 0.6817], [4.6555, -2.5346, -0.6940], [-0.9116, -0.0506, -0.6852], [-0.3555, 1.6311, -0.8568], [-2.3512, 2.4552, 0.3387], [-2.8614, 1.5020, -1.0624], [-4.9363, -0.7922, 2.1359], [-6.1887, -2.6992, 1.3648]],
  "atomic_forces_ev_per_a": [[-0.1, -0.1, 0.1], [0.2, 0.2, -0.1], [0.1, 0.1, -0.1], [-0.3, -0.2, 0.1], [0.1, 0.1, 0.1], [-0.3, -0.2, 0.0], [-0.1, 0.4, 0.1], [0.3, -0.2, 0.1], [-0.2, 0.0, 0.5], [-0.2, -0.2, 0.0], [0.1, 0.1, 0.0], [0.1, 0.1, 0.2], [0.4, 0.2, -0.1], [0.0, -0.2, -0.1], [-0.1, 0.0, 0.0], [-0.1, 0.3, 0.1], [0.1, -0.1, -0.1], [-0.1, 0.0, 0.0], [0.0, -0.4, -0.2], [-0.5, 0.2, 0.3], [0.2, 0.0, 0.0], [0.0, 0.0, -0.1], [0.0, 0.0, 0.0], [0.0, -0.1, 0.1], [0.1, -0.2, 0.1], [-0.1, 0.2, -0.1], [0.1, 0.0, 0.0], [-0.4, 0.2, -0.3], [0.2, -0.1, -0.2], [0.2, 0.1, -0.1], [-0.1, -0.3, -0.1], [0.0, 0.0, 0.0], [0.0, 0.0, 0.1], [0.0, 0.0, 0.0], [0.0, 0.0, -0.1], [0.1, 0.1, 0.0], [0.0, -0.1, 0.1], [0.0, 0.1, 0.0], [0.0, 0.0, 0.0], [-0.1, -0.1, -0.1], [0.0, 0.0, 0.1], [0.0, 0.1, 0.0], [0.0, 0.2, 0.0], [0.0, 0.0, 0.0], [0.0, -0.2, -0.1], [0.0, 0.0, 0.0], [0.1, 0.1, 0.0], [0.1, 0.0, 0.0], [0.0, -0.1, 0.0], [0.0, 0.1, 0.0], [0.0, -0.1, 0.0], [0.0, 0.0, -0.1], [0.0, 0.0, 0.0], [0.0, 0.1, 0.1], [-0.1, -0.1, 0.0]],
  "homo_energy_ha": -0.2737,
  "e_tot_ev": -114720.725,
  "relative_energy_ev": 0.000,
  "max_force_ev_per_a": 0.60,
  "charge": 0,
  "orbital_gap_ev": 7.98
}



{
  "formula": "C36H89N3O10",
  "method": "ωB97M-V/def2-TZVPD",
  "symbols": ["C", "C", "C", "C", "C", "C", "C", "C", "C", "N", "O", "H", "H", "H", "H", "H", "H", "H", "H", "H", "H", "H", "H", "H", "H", "H", "H", "H", "H", "H", "C", "C", "C", "C", "C", "C", "C", "C", "C", "N", "O", "H", "H", "H", "H", "H", "H", "H", "H", "H", "H", "H", "H", "H", "H", "H", "H", "H", "H", "H", "C", "C", "C", "C", "C", "C", "C", "C", "C", "N", "O", "H", "H", "H", "H", "H", "H", "H", "H", "H", "H", "H", "H", "H", "H", "H", "H", "H", "H", "H", "C", "C", "O", "H", "H", "H", "H", "H", "H", "C", "C", "O", "H", "H", "H", "H", "H", "H", "C", "O", "H", "H", "H", "H", "C", "O", "H", "H", "H", "H", "C", "O", "H", "H", "H", "H", "C", "O", "H", "H", "H", "H", "C", "O", "H", "H", "H", "H"],
  "positions_angstrom": [[-3.8960, 0.6108, -3.8662], [-3.6706, -0.9065, -3.7543], [-3.5964, -1.4321, -5.1837], [-2.3627, -1.2750, -3.0503], [-2.3970, -0.9537, -1.5694], [-3.5331, -1.7414, -0.9197], [-4.9074, -1.5095, -1.5825], [-5.8074, -2.6815, -1.1847], [-5.5183, -0.2030, -1.0566], [-4.7491, -1.5979, -3.0475], [-5.9936, -1.2797, -3.6669], [-4.0533, 1.1470, -2.9272], [-3.1161, 1.1709, -4.3818], [-4.8423, 0.7378, -4.3971], [-4.5237, -1.2151, -5.7138], [-2.7363, -1.0410, -5.7254], [-3.4964, -2.5237, -5.1956], [-2.1533, -2.3292, -3.2503], [-1.5570, -0.6953, -3.5153], [-1.4577, -1.2410, -1.0887], [-2.5611, 0.1161, -1.4146], [-3.5833, -1.4901, 0.1416], [-3.3258, -2.8115, -1.0237], [-5.7845, -2.8633, -0.1083], [-5.4437, -3.6054, -1.6431], [-6.8318, -2.5156, -1.5196], [-6.4325, 0.0908, -1.5689], [-4.7795, 0.5940, -1.1375], [-5.7625, -0.3305, 0.0004], [-6.3434, -2.1374, -3.9281], [-2.2869, 5.1968, -0.5551], [-2.7137, 4.7507, 0.8419], [-1.9876, 5.6447, 1.8657], [-4.2244, 4.9809, 0.9388], [-4.8885, 4.2131, 2.0763], [-4.5466, 2.7346, 1.9877], [-3.0396, 2.4868, 2.0055], [-2.4299, 2.7174, 3.3958], [-2.7993, 1.0364, 1.5995], [-2.4351, 3.3234, 0.9553], [-1.0628, 3.0306, 0.7355], [-2.7192, 4.5501, -1.3260], [-2.5767, 6.2259, -0.7692], [-1.2064, 5.1176, -0.7003], [-1.0072, 5.2412, 2.1234], [-1.8543, 6.6573, 1.4883], [-2.5406, 5.7095, 2.8068], [-4.3874, 6.0501, 1.1057], [-4.7056, 4.7531, -0.0173], [-4.4954, 4.6162, 3.0179], [-5.9605, 4.4081, 2.1111], [-4.9809, 2.2994, 1.0857], [-4.9478, 2.2308, 2.8732], [-2.6805, 3.7079, 3.7706], [-1.3467, 2.6054, 3.3341], [-2.8295, 1.9842, 4.0996], [-3.2310, 0.7945, 0.6292], [-3.1839, 0.3485, 2.3593], [-1.7324, 0.7986, 1.5322], [-1.0856, 2.6232, -0.1415], [5.6293, 0.0142, 2.9146], [5.5340, -1.2678, 2.1035], [5.5798, -2.4692, 3.0845], [4.1748, -1.3170, 1.3930], [4.1212, -2.2786, 0.2213], [5.2797, -1.9825, -0.7321], [6.6516, -2.1314, -0.0844], [7.0475, -3.5982, 0.1181], [7.6668, -1.5052, -1.0491], [6.6211, -1.3266, 1.1304], [7.8854, -1.2561, 1.7462], [5.0108, -0.0520, 3.8114], [6.6475, 0.2393, 3.2321], [5.3018, 0.8879, 2.3442], [5.4306, -3.4198, 2.5766], [6.5350, -2.4784, 3.6195], [4.8183, -2.3809, 3.8612], [3.4145, -1.6418, 2.1073], [3.9278, -0.3302, 1.0003], [4.2176, -3.3224, 0.5417], [3.2069, -2.1855, -0.3657], [5.2036, -0.9298, -1.0309], [5.1794, -2.5843, -1.6373], [8.1214, -3.7006, 0.2881], [6.7659, -4.1972, -0.7496], [6.5678, -4.0774, 0.9751], [7.6230, -2.0591, -1.9932], [8.6812, -1.5690, -0.6605], [7.4215, -0.4721, -1.2919], [8.0107, -2.0919, 2.2233], [-1.2544, -3.4045, 1.8798], [-0.5928, -4.0285, 0.6641], [0.8193, -3.8739, 0.7803], [-2.3306, -3.5936, 1.9264], [-1.1108, -2.3226, 1.9031], [-0.7897, -3.8453, 2.7637], [-0.9291, -3.5547, -0.2666], [-0.7887, -5.0975, 0.6097], [1.0146, -2.9249, 0.8091], [0.1070, -1.5913, 5.1296], [-0.4988, -0.4847, 4.3032], [0.3770, -0.1169, 3.2081], [1.0568, -1.3088, 5.5790], [0.2814, -2.4623, 4.4922], [-0.5917, -1.9069, 5.9063], [-0.5835, 0.4207, 4.9079], [-1.4586, -0.7747, 3.8792], [0.6640, 0.7881, 3.3633], [3.0652, 0.1728, -3.7975], [3.0885, -0.6461, -4.9530], [2.0336, 0.3594, -3.4846], [3.6691, -0.2223, -2.9719], [3.5578, 1.1048, -4.0786], [2.7464, -1.5259, -4.7440], [-0.6107, 2.2549, -3.1752], [-0.0943, 2.7711, -1.9504], [-0.9421, 3.0778, -3.8130], [0.1460, 1.6821, -3.7160], [-1.4587, 1.6355, -2.9051], [0.4810, 3.5242, -2.1047], [1.3579, -2.7830, -2.7126], [2.4721, -3.0836, -3.5249], [1.4360, -3.0231, -1.6495], [1.1937, -1.7031, -2.7631], [0.4145, -3.1838, -3.1026], [2.5859, -4.0351, -3.5940], [2.1268, 3.7384, 1.2279], [1.1272, 3.9415, 2.2182], [2.1222, 2.7174, 0.8369], [1.8943, 4.3754, 0.3644], [3.0842, 3.9785, 1.6778], [0.2913, 3.6238, 1.8413], [1.4067, 0.1689, -0.0424], [0.7998, -0.9474, 0.5905], [0.6329, 0.9020, -0.2864], [2.1946, 0.6116, 0.5663], [1.8947, -0.1416, -0.9691], [0.7174, -0.7041, 1.5282]],
  "atomic_forces_ev_per_a": [[-0.7, 0.4, 0.3], [0.5, 0.5, -0.1], [-0.4, -0.8, -0.1], [0.2, 0.7, -0.2], [-0.3, -0.6, 0.1], [0.0, 0.0, -0.5], [0.0, 0.0, 0.3], [0.0, -0.3, -0.1], [0.3, 0.0, 0.0], [0.0, -0.5, -0.1], [-0.1, 0.1, 0.1], [0.2, -0.3, 0.2], [0.1, -0.4, -0.3], [0.1, 0.2, -0.2], [0.1, 0.2, -0.1], [-0.1, 0.3, 0.0], [0.0, 0.1, 0.2], [0.0, -0.1, 0.3], [0.0, -0.1, -0.2], [0.0, 0.2, 0.0], [0.2, 0.0, 0.0], [-0.2, -0.2, 0.0], [0.2, 0.0, 0.2], [-0.2, 0.3, 0.0], [0.0, 0.1, -0.1], [-0.1, 0.0, 0.2], [0.1, -0.1, -0.2], [-0.2, 0.2, 0.1], [0.1, 0.0, 0.0], [0.0, 0.0, -0.1], [0.4, -0.3, -0.6], [0.2, 0.7, -0.2], [0.1, -0.4, 0.5], [-0.5, 0.1, 0.1], [0.5, 0.3, 0.1], [-0.2, 0.3, 0.5], [0.6, -0.2, -0.3], [-0.3, 0.0, -0.2], [0.6, -0.5, 0.2], [-0.9, -0.3, -0.5], [-0.5, 0.0, 0.4], [-0.2, 0.0, 0.2], [-0.1, 0.0, 0.2], [0.0, 0.1, 0.2], [0.0, 0.1, -0.2], [0.0, 0.0, -0.1], [0.0, 0.0, -0.1], [0.1, 0.0, -0.1], [0.1, -0.2, 0.0], [-0.1, -0.1, 0.0], [-0.1, -0.2, -0.2], [0.0, -0.1, 0.0], [-0.1, -0.2, -0.2], [0.2, 0.0, 0.1], [0.0, 0.1, 0.1], [0.1, 0.0, 0.0], [-0.2, 0.1, 0.1], [-0.3, 0.1, -0.1], [0.0, 0.2, 0.0], [0.5, 0.2, -0.1], [0.2, 0.6, 0.1], [-0.3, -1.1, 0.4], [0.3, 0.2, 0.2], [-0.2, -0.3, -0.4], [0.9, -0.3, -0.6], [-0.5, 0.3, 0.2], [0.0, 0.1, -0.3], [-0.1, -0.4, 0.4], [0.0, -0.3, -0.3], [0.1, 1.1, -0.3], [-0.1, -0.3, 0.1], [-0.1, 0.0, -0.1], [0.0, -0.3, 0.0], [-0.1, -0.1, -0.1], [0.0, 0.0, 0.0], [0.0, -0.2, -0.1], [-0.1, 0.1, -0.1], [0.0, 0.4, 0.2], [0.0, 0.1, 0.2], [-0.3, 0.1, 0.1], [-0.2, 0.0, 0.4], [-0.1, 0.0, -0.1], [0.3, -0.1, 0.0], [0.0, 0.0, -0.2], [0.2, 0.1, -0.1], [-0.1, 0.2, 0.0], [0.1, 0.0, 0.1], [0.0, 0.1, 0.0], [0.0, 0.1, 0.3], [0.1, 0.0, 0.0], [-0.3, -0.2, 0.1], [0.4, 0.6, 0.2], [0.1, -0.3, -0.1], [0.0, 0.0, -0.1], [0.1, 0.0, -0.1], [-0.1, 0.1, 0.1], [-0.2, -0.1, 0.0], [0.0, 0.0, 0.0], [-0.1, 0.1, -0.1], [-0.1, -0.5, -0.3], [0.8, 0.6, 0.0], [-0.1, -0.1, 0.2], [0.0, 0.1, 0.0], [0.1, 0.0, 0.0], [0.0, 0.1, 0.1], [-0.5, -0.1, 0.1], [-0.1, 0.1, 0.1], [0.1, 0.0, -0.2], [0.3, -0.1, -0.4], [0.0, 0.1, -0.1], [0.1, 0.2, 0.2], [-0.3, -0.3, 0.0], [-0.3, 0.1, 0.0], [0.2, 0.0, 0.2], [0.3, 0.6, 0.1], [-0.1, -0.2, 0.3], [-0.2, -0.1, -0.1], [-0.1, -0.1, 0.0], [0.0, -0.1, -0.1], [0.0, 0.0, -0.1], [-1.1, 0.8, 0.1], [0.2, -0.1, 0.1], [0.3, -0.4, -0.1], [0.3, 0.0, 0.0], [0.2, -0.4, 0.0], [0.0, 0.0, 0.1], [-0.9, 0.1, -0.2], [0.2, -0.4, 0.2], [0.2, -0.1, 0.2], [0.4, 0.2, 0.0], [0.1, 0.1, -0.2], [0.1, 0.0, -0.1], [-0.2, 0.0, -0.4], [0.4, -0.1, 0.1], [0.2, 0.2, 0.0], [-0.2, 0.1, 0.2], [-0.2, -0.2, 0.0], [-0.3, -0.1, 0.1]],
  "homo_energy_ha": -0.2994,
  "e_tot_ev": -63716.326,
  "relative_energy_ev": 0.824,
  "max_force_ev_per_a": 1.34,
  "charge": 0,
  "orbital_gap_ev": 8.63
}



> Number 1 is which compound?

C25H31CoN4O4S2